Arrangement w

A structure of composition C37H37FN8O4Ta, computed with ωB97M-V with the def2-TZVPD basis set.

Geometry as ORCA input:
```
! wB97M-V def2-TZVPD RIJCOSX def2/J DEFGRID3
* xyz 1 1
Ta 0.440 -0.164 -0.525
C -0.518 -2.339 1.959
N -0.151 -0.901 2.100
C 1.039 -0.918 2.977
C 1.604 0.430 3.370
C 1.594 1.446 2.248
N 2.009 0.884 0.953
C 3.204 1.248 0.630
C 3.942 0.979 -0.583
C 5.286 1.346 -0.695
C 5.970 1.095 -1.868
C 5.305 0.487 -2.937
C 3.962 0.149 -2.852
C 3.304 0.412 -1.669
O 1.995 0.179 -1.513
C -1.333 -0.279 2.759
C -1.476 1.241 2.799
C -1.533 1.927 1.417
N -1.524 0.909 0.363
C -2.660 0.761 -0.208
C -3.027 -0.243 -1.198
C -4.226 -0.127 -1.897
C -4.560 -1.060 -2.862
C -3.692 -2.120 -3.111
C -2.503 -2.257 -2.403
C -2.186 -1.316 -1.445
O -1.040 -1.391 -0.724
H -0.797 -2.732 2.942
H 0.321 -2.906 1.576
H -1.354 -2.449 1.280
H 1.788 -1.493 2.441
H 0.813 -1.479 3.892
H 2.625 0.255 3.719
H 1.068 0.867 4.215
H 2.230 2.291 2.515
H 0.605 1.837 2.106
H 3.751 1.847 1.361
H 5.780 1.827 0.141
H 7.010 1.374 -1.962
H 5.843 0.283 -3.854
H 3.427 -0.296 -3.680
H -1.377 -0.648 3.790
H -2.202 -0.687 2.247
H -0.726 1.711 3.429
H -2.423 1.411 3.316
H -0.706 2.611 1.236
H -2.432 2.535 1.337
H -3.460 1.442 0.081
H -4.880 0.712 -1.688
H -5.484 -0.967 -3.415
H -3.945 -2.856 -3.863
H -1.837 -3.089 -2.585
F 3.710 -5.563 -0.594
C 2.995 -4.427 -0.544
C 3.456 -3.387 0.237
C 2.715 -2.213 0.276
C 1.507 -2.080 -0.421
C 1.095 -3.158 -1.207
C 1.834 -4.334 -1.279
H 4.381 -3.498 0.788
H 3.110 -1.393 0.861
H 0.173 -3.100 -1.767
H 1.517 -5.172 -1.887
N 4.846 6.345 -2.835
C 4.681 5.654 -1.681
O 5.464 5.682 -0.754
C 3.452 4.789 -1.596
C 3.029 3.979 -2.636
C 1.972 3.107 -2.409
N 1.323 3.030 -1.250
C 1.698 3.872 -0.282
C 2.764 4.742 -0.393
H 5.632 6.970 -2.903
H 4.109 6.419 -3.513
H 3.533 3.980 -3.595
H 1.670 2.416 -3.187
H 1.124 3.836 0.639
H 3.069 5.367 0.437
N 0.099 0.612 -4.303
C -0.545 1.185 -3.267
O -0.444 0.593 -2.112
C -1.266 2.352 -3.386
C -1.320 2.980 -4.667
N -1.274 3.424 -5.729
C -1.920 2.909 -2.246
N -2.438 3.320 -1.302
H 0.437 -0.327 -4.185
H -0.115 0.919 -5.241
*
```

The calculation puts the HOMO-LUMO gap at 7.47 eV. Its LUMO energy is -3.555 eV. For the HOMO energy, the calculation gives -11.027 eV.

Results of the Mulliken charge analysis, in e, for atoms 1 through 6: Ta 1.318; C -1.369; N 0.642; C -0.720; C -1.296; C -0.514

Arrangement x

A structure of composition C37H37FN8O4Ta, computed with ωB97M-V with the def2-TZVPD basis set.

Geometry as ORCA input:
```
! wB97M-V def2-TZVPD RIJCOSX def2/J DEFGRID3
* xyz 1 1
Ta -0.381 0.229 -0.629
C -1.666 -2.889 -0.815
N -0.805 -2.312 -1.852
C 0.386 -3.145 -2.153
C 1.715 -2.395 -2.137
C 2.288 -2.172 -0.728
N 2.000 -0.848 -0.237
C 2.971 -0.167 0.234
C 2.938 1.195 0.688
C 4.138 1.760 1.145
C 4.205 3.075 1.549
C 3.065 3.870 1.501
C 1.869 3.342 1.062
C 1.775 2.006 0.648
O 0.627 1.519 0.231
C -1.532 -2.114 -3.139
C -2.953 -1.534 -3.173
C -3.164 -0.108 -2.622
N -1.918 0.606 -2.561
C -1.721 1.556 -3.401
C -0.492 2.258 -3.599
C -0.472 3.389 -4.432
C 0.708 4.022 -4.740
C 1.908 3.516 -4.240
C 1.925 2.394 -3.443
C 0.731 1.744 -3.082
O 0.756 0.676 -2.331
H -2.269 -3.724 -1.215
H -3.154 -2.128 0.198
H -0.219 -2.487 0.706
H 0.267 -3.612 -3.136
H 0.444 -3.960 -1.426
H 1.614 -1.434 -2.645
H 2.428 -3.001 -2.698
H 3.371 -2.346 -0.740
H 1.864 -2.907 -0.040
H 3.963 -0.631 0.299
H 5.024 1.144 1.173
H 5.138 3.490 1.895
H 3.112 4.903 1.809
H 0.976 3.947 1.014
H -1.618 -3.090 -3.639
H -0.880 -1.480 -3.746
H -3.653 -2.207 -2.681
H -3.207 -1.527 -4.236
H -3.582 -0.147 -1.615
H -3.877 0.416 -3.270
H -2.536 1.844 -4.074
H -1.409 3.762 -4.820
H 0.710 4.893 -5.374
H 2.836 4.005 -4.491
H 2.854 1.992 -3.070
F -5.526 2.719 2.306
C -4.459 2.188 1.694
C -3.907 2.836 0.604
C -2.800 2.275 -0.014
C -2.222 1.078 0.418
C -2.817 0.473 1.529
C -3.924 1.004 2.168
H -4.346 3.759 0.256
H -2.372 2.803 -0.860
H -2.387 -0.434 1.928
H -4.365 0.529 3.029
N 1.968 1.463 6.781
C 2.602 0.815 5.780
O 3.785 0.573 5.774
C 1.718 0.439 4.621
C 0.817 1.340 4.066
C 0.101 0.959 2.946
N 0.218 -0.232 2.363
C 1.061 -1.101 2.915
C 1.832 -0.813 4.030
H 2.500 1.723 7.596
H 0.970 1.576 6.807
H 0.699 2.331 4.472
H -0.607 1.640 2.498
H 1.120 -2.081 2.463
H 2.519 -1.541 4.429
N -1.804 -3.397 1.637
C -0.924 -3.312 0.495
O -2.505 -1.802 -0.446
C -0.188 -4.621 0.403
C 0.920 -4.760 1.219
N 1.857 -4.760 1.895
C -0.735 -5.677 -0.297
N -1.214 -6.504 -0.947
H -2.218 -2.531 1.945
H -2.472 -4.150 1.569
*
```

The calculation puts the HOMO-LUMO gap (alpha / beta) at 3.61 / 3.61 eV. Its LUMO energy (alpha / beta) is -5.195 / -5.195 eV. For the HOMO energy (alpha / beta), the calculation gives -8.803 / -8.802 eV.

Results of the Mulliken charge analysis, in e, for atoms 1 through 6: Ta -0.071; C -2.085; N 1.231; C -0.478; C -1.192; C -0.171

Short version: arrangement w, arrangement x, most stable first.

Arrangement w

An isolated molecule of C6H6N2O3, computed with ωB97M-V with the def2-TZVPD basis set.

Geometry as ORCA input:
```
! wB97M-V def2-TZVPD RIJCOSX def2/J DEFGRID3
* xyz 0 1
C 1.259 0.730 -0.291
C 1.316 1.083 1.004
C 0.308 -0.246 -0.687
C -0.619 -0.032 1.851
C -0.976 -0.174 -0.361
C 0.862 -1.573 -1.146
N 0.421 0.645 1.986
N -1.850 0.939 -0.315
O -1.633 -0.477 2.277
O -2.861 0.897 0.299
O -1.541 1.901 -0.961
H 2.135 1.185 -0.904
H 2.129 1.697 1.399
H -1.559 -1.092 -0.542
H 0.378 -1.538 -2.146
H 0.330 -2.277 -0.566
H 1.902 -1.668 -0.898
*
```

The calculation puts the HOMO-LUMO gap at 8.55 eV. Its LUMO energy is -0.794 eV. For the HOMO energy, the calculation gives -9.345 eV.

Results of the Mulliken charge analysis, in e, for atoms 1 through 6: C -0.696; C -0.144; C 1.324; C 0.737; C -0.963; C -1.425

Arrangement x

An isolated molecule of C6H6N2O3, computed with ωB97M-V with the def2-TZVPD basis set.

Geometry as ORCA input:
```
! wB97M-V def2-TZVPD RIJCOSX def2/J DEFGRID3
* xyz 0 1
C -1.998 1.499 0.982
C -1.284 0.227 0.739
C 0.286 -1.061 -0.009
C 1.566 -1.311 -0.765
C 1.771 0.177 -1.213
C -0.092 0.218 -0.031
H -1.998 3.307 0.654
H -0.589 -2.687 1.188
H 2.353 -1.726 -0.108
H 1.399 -2.014 -1.625
H 1.805 0.289 -2.280
H 2.693 0.635 -0.856
N -1.585 -0.964 1.226
N -0.603 -1.756 0.752
O -1.457 2.541 0.349
O -2.957 1.586 1.678
O 0.690 1.041 -0.680
*
```

The calculation puts the HOMO-LUMO gap at 9.22 eV. Its LUMO energy is 0.705 eV. For the HOMO energy, the calculation gives -8.511 eV.

Results of the Mulliken charge analysis, in e, for atoms 1 through 6: C 0.328; C -0.032; C -0.687; C -0.281; C -0.491; C 1.652

Short version: arrangement x, arrangement w, most stable first.

Arrangement w

A cluster of 2 separate species, S2 in total, computed with ωB97M-V with the def2-TZVPD basis set.

Geometry as ORCA input:
```
! wB97M-V def2-TZVPD RIJCOSX def2/J DEFGRID3
* xyz -1 2
S 0.551 0.387 1.517
S -0.551 -0.387 -1.517
*
```

The calculation puts the HOMO-LUMO gap (alpha / beta) at 5.96 / 4.48 eV. Its LUMO energy (alpha / beta) is 1.738 / 1.558 eV. The expectation value of S² is 0.760. For the HOMO energy (alpha / beta), the calculation gives -4.217 / -2.917 eV.

Want to see where the charge sits? The Mulliken charges in e are: S -0.500; S -0.500

Arrangement x

A cluster of 2 separate species, S2 in total, computed with ωB97M-V with the def2-TZVPD basis set.

Geometry as ORCA input:
```
! wB97M-V def2-TZVPD RIJCOSX def2/J DEFGRID3
* xyz -1 2
S 0.000 0.000 1.786
S 0.000 0.000 -1.786
*
```

The calculation puts the HOMO-LUMO gap (alpha / beta) at 5.40 / 4.11 eV. Its LUMO energy (alpha / beta) is 1.271 / 1.269 eV. The expectation value of S² is 0.760. For the HOMO energy (alpha / beta), the calculation gives -4.133 / -2.837 eV.

Want to see where the charge sits? The Mulliken charges in e are: S -0.500; S -0.500

Short version: arrangement w, arrangement x, most stable first.

Arrangement w

A cluster of 2 separate species, C2H2S3 in total, computed with ωB97M-V with the def2-TZVPD basis set.

Geometry as ORCA input:
```
! wB97M-V def2-TZVPD RIJCOSX def2/J DEFGRID3
* xyz 0 1
C -2.036 -0.654 -0.528
C -1.460 0.060 0.270
S 2.320 1.753 -0.606
S 1.754 -1.181 0.746
S 2.884 0.363 0.620
H -2.567 -1.131 -1.309
H -0.896 0.788 0.807
*
```

The calculation puts the HOMO-LUMO gap (alpha / beta) at 7.12 / 7.12 eV. Its LUMO energy (alpha / beta) is -2.514 / -2.514 eV. For the HOMO energy (alpha / beta), the calculation gives -9.636 / -9.638 eV.

Results of the Mulliken charge analysis, in e, for atoms 1 through 6: C -0.292; C -0.436; S -0.132; S -0.097; S 0.217; H 0.384

Arrangement x

An isolated molecule of C2H2S3, computed with ωB97M-V with the def2-TZVPD basis set.

Geometry as ORCA input:
```
! wB97M-V def2-TZVPD RIJCOSX def2/J DEFGRID3
* xyz 0 1
C -0.369 -0.253 -0.272
C 0.710 -0.726 0.409
S -0.984 1.227 -0.826
S 1.099 -2.356 0.708
S -0.581 3.079 -0.455
H -1.214 -0.809 -0.566
H 1.339 -0.162 1.001
*
```

The calculation puts the HOMO-LUMO gap at 6.15 eV. Its LUMO energy is -2.818 eV. For the HOMO energy, the calculation gives -8.968 eV.

Results of the Mulliken charge analysis, in e, for atoms 1 through 6: C -0.178; C -0.253; S 0.124; S -0.172; S -0.195; H 0.301

Short version: arrangement x, arrangement w, most stable first.

Arrangement w

A structure of composition C6H6N2O2, computed with ωB97M-V with the def2-TZVPD basis set.

Geometry as ORCA input:
```
! wB97M-V def2-TZVPD RIJCOSX def2/J DEFGRID3
* xyz 0 1
C -1.350 0.728 -0.082
C -0.255 1.508 -0.304
C 1.091 0.986 -0.117
C 1.353 -0.519 -0.155
C 0.265 -1.408 -0.383
C -1.113 -0.886 -0.203
H -3.129 0.022 0.464
H -2.995 1.930 1.466
H -0.433 2.505 -0.493
H 3.436 -0.512 0.056
H 2.780 -1.979 0.228
H 0.447 -2.477 -0.260
N -2.622 1.014 -0.340
N 2.613 -1.064 -0.007
O 2.007 1.773 0.037
O -2.096 -1.620 0.093
*
```

The calculation puts the HOMO-LUMO gap at 6.55 eV. Its LUMO energy is -2.397 eV. For the HOMO energy, the calculation gives -8.946 eV.

Results of the Mulliken charge analysis, in e, for atoms 1 through 6: C 0.021; C -0.643; C 0.686; C 0.639; C -0.999; C 0.790

Arrangement x

A cluster of 2 separate species, C6H6N2O2 in total, computed with ωB97M-V with the def2-TZVPD basis set.

Geometry as ORCA input:
```
! wB97M-V def2-TZVPD RIJCOSX def2/J DEFGRID3
* xyz 0 1
C -1.811 -0.841 1.329
C -0.416 -0.967 1.533
C -1.976 0.287 0.450
C 0.149 0.065 0.692
C 0.938 0.844 -2.977
C 1.508 0.177 0.431
N -0.807 0.763 0.097
N -0.057 1.272 -2.477
O 1.768 0.257 -3.546
O 2.473 -0.659 0.809
H -2.529 -1.495 1.778
H 0.169 -1.475 2.310
H -2.774 0.897 -0.057
H 1.858 1.020 -0.170
H -0.451 1.160 -1.491
H 1.960 -1.304 1.291
*
```

The calculation puts the HOMO-LUMO gap (alpha / beta) at 8.63 / 8.63 eV. Its LUMO energy (alpha / beta) is -0.963 / -0.964 eV. For the HOMO energy (alpha / beta), the calculation gives -9.598 / -9.598 eV.

Results of the Mulliken charge analysis, in e, for atoms 1 through 6: C -0.705; C -0.462; C -0.311; C 0.534; C 0.577; C -0.068

Short version: arrangement x, arrangement w, most stable first.

Arrangement w

An isolated molecule of C6H6N2O2, computed with ωB97M-V with the def2-TZVPD basis set.

Geometry as ORCA input:
```
! wB97M-V def2-TZVPD RIJCOSX def2/J DEFGRID3
* xyz 0 1
N 4.074 -0.417 -0.432
C 3.315 0.325 0.387
C 1.869 0.125 0.248
C 0.669 0.001 0.176
C -0.762 -0.082 0.078
N -1.435 -1.146 -0.096
C -2.843 -0.744 -0.126
C -2.820 0.785 0.089
O -1.413 1.089 0.193
H -3.284 -1.028 -1.091
H -3.394 -1.273 0.663
H -3.230 1.354 -0.753
H -3.306 1.103 1.019
O 3.748 1.279 1.026
H 4.065 -1.425 -0.339
H 4.746 0.055 -1.042
*
```

The calculation puts the HOMO-LUMO gap at 9.60 eV. Its LUMO energy is 0.042 eV. For the HOMO energy, the calculation gives -9.556 eV.

Results of the Mulliken charge analysis, in e, for atoms 1 through 6: N -0.354; C 0.215; C 0.161; C 0.003; C 0.523; N -0.574

Arrangement x

An isolated molecule of C6H6N2O2, computed with ωB97M-V with the def2-TZVPD basis set.

Geometry as ORCA input:
```
! wB97M-V def2-TZVPD RIJCOSX def2/J DEFGRID3
* xyz 0 1
C 0.781 0.723 -0.262
C -0.147 1.762 0.195
C -1.499 1.529 0.266
C -1.141 -0.836 -0.146
C 2.326 -0.876 0.323
C 1.325 -0.900 1.042
H 0.812 -1.379 -0.675
H 0.251 2.783 0.353
H -2.272 2.271 0.446
H -3.005 0.060 0.057
H 3.117 -0.786 -0.351
H 0.527 -1.104 1.649
N 0.267 -0.565 -0.293
N -1.964 0.282 0.101
O 1.910 0.935 -0.712
O -1.588 -1.970 -0.368
*
```

The calculation puts the HOMO-LUMO gap at 7.33 eV. Its LUMO energy is -0.055 eV. For the HOMO energy, the calculation gives -7.386 eV.

Results of the Mulliken charge analysis, in e, for atoms 1 through 6: C 0.800; C -0.801; C -0.126; C 0.270; C -0.425; C -0.752

Short version: arrangement w, arrangement x, most stable first.